# C13H8AsBaNO10S

C13H8AsBaNO10S as an isolated structure (ωB97M-V/def2-TZVPD, the OMol25 dataset).

- ΔE to the lowest compared entry with this formula, charge and spin (kcal per mole) = 4.9
- charge = -2
- energy (hartree) = -3967.158994
- orbital gap (eV) = 7.8

XYZ file:
```
35
Properties=species:S:1:pos:R:3:nbo_charge:R:1
Ba -0.65 -0.08 -0.51 1.8608
O -1.29 4.69 -0.35 -0.7196
C -1.39 3.47 -0.46 0.7417
O -0.48 2.60 -0.57 -0.8392
C -2.84 2.92 -0.51 0.1032
C -3.94 3.76 -0.43 -0.2394
C -5.20 3.19 -0.48 -0.1951
C -5.33 1.81 -0.62 -0.2369
C -4.18 1.05 -0.71 0.0934
N -2.97 1.61 -0.64 -0.4886
C -4.22 -0.48 -0.89 0.7412
O -5.34 -1.00 -0.82 -0.7184
O -3.10 -1.03 -1.09 -0.8432
H -3.78 4.82 -0.33 0.2335
H -6.09 3.81 -0.42 0.1937
H -6.29 1.32 -0.67 0.2328
O 2.33 -2.58 -2.11 -1.0850
As 2.18 -0.82 -2.47 1.5787
O 3.68 -0.40 -2.98 -1.1840
O 2.12 -0.34 -0.51 -0.8856
C 2.98 -0.95 0.32 0.3436
C 4.35 -0.69 0.22 -0.2714
C 5.25 -1.29 1.07 -0.1989
C 4.82 -2.18 2.05 -0.2812
C 3.47 -2.46 2.16 -0.1948
C 2.56 -1.86 1.31 -0.3550
S 0.83 -2.25 1.47 2.4071
O 0.17 -0.99 1.87 -1.0786
O 0.74 -3.32 2.44 -0.9886
O 0.36 -2.61 0.11 -1.0837
H 1.64 -2.82 -1.47 0.5002
H 4.67 -0.02 -0.57 0.2434
H 6.31 -1.08 0.96 0.1931
H 5.53 -2.65 2.72 0.1918
H 3.10 -3.15 2.90 0.2289
```

=====

# C21H62NO9S8

A 9-piece molecular cluster, C21H62NO9S8 overall at a distorted geometry (ωB97M-V/def2-TZVPD, the OMol25 dataset).

- ΔE to the lowest compared entry with this formula, charge and spin (kcal per mole) = 44.9
- charge = +1
- energy (hartree) = -4753.802836
- orbital gap (eV) = 8.9

XYZ file:
```
101
Properties=species:S:1:pos:R:3:lowdin_charge:R:1
C -1.22 1.17 0.74 0.0028
N 0.13 1.22 0.03 -0.3566
C -0.16 1.29 -1.45 0.0497
C 0.86 2.39 0.45 -0.0298
C 0.77 -0.10 0.27 -0.0821
C 1.30 -0.53 1.68 -0.2623
O 1.81 -1.81 1.66 -0.0406
H -1.85 0.34 0.22 0.1188
H -1.91 1.97 0.60 0.0885
H -1.24 0.74 1.75 0.0961
H 0.71 1.23 -1.74 0.0040
H -0.67 2.22 -1.66 0.1165
H -0.79 0.38 -1.69 0.0949
H 0.27 3.31 0.11 0.1148
H 1.91 2.53 -0.10 0.1343
H 1.21 2.61 1.47 0.1112
H 1.68 -0.16 -0.52 0.1789
H 0.04 -1.01 -0.16 0.1818
H 0.81 -0.36 2.49 0.0440
H 2.24 0.11 2.04 0.1549
H 2.26 -1.82 2.46 -0.0322
C -4.45 -2.29 -3.31 -0.2191
S -3.72 -0.71 -3.87 0.8660
O -2.58 -0.34 -2.87 -0.6133
C -2.74 -1.23 -5.25 -0.2946
H -5.25 -2.02 -2.64 0.0524
H -3.66 -2.89 -2.92 0.0320
H -4.91 -2.78 -4.14 0.0462
H -2.01 -0.55 -5.89 0.1206
H -3.51 -1.77 -5.95 0.0967
H -2.07 -1.92 -4.83 -0.0332
C 2.68 -4.45 5.20 -0.1922
S 2.92 -2.62 5.45 0.9187
O 3.03 -1.86 4.06 -0.5830
C 1.21 -2.27 5.93 -0.2438
H 1.74 -4.64 4.83 0.0249
H 2.80 -4.93 6.11 0.0294
H 3.58 -4.56 4.63 0.0467
H 0.65 -2.50 5.01 0.0449
H 1.38 -1.17 6.13 0.0728
H 1.15 -2.84 6.82 0.0367
C -3.83 5.07 -1.54 -0.2642
S -2.68 6.02 -0.48 0.8402
O -2.12 4.87 0.42 -0.6258
C -1.33 6.31 -1.56 -0.3133
H -4.90 4.88 -1.08 0.0926
H -3.55 4.05 -1.50 0.0124
H -3.83 5.81 -2.44 0.0821
H -0.93 5.35 -1.99 0.0804
H -0.39 6.85 -1.10 0.1083
H -1.69 7.07 -2.20 0.0170
C -1.53 -3.29 2.89 -0.2982
S -1.63 -4.63 1.76 0.8460
O -2.54 -5.55 2.60 -0.5521
C -2.63 -3.65 0.50 -0.2280
H -0.87 -2.45 2.57 0.0555
H -1.32 -3.71 3.90 0.0537
H -2.61 -2.86 2.90 0.0552
H -3.40 -3.38 1.17 -0.0028
H -2.65 -4.08 -0.40 -0.0103
H -2.30 -2.83 -0.09 0.0352
C 4.64 1.42 -3.25 -0.3013
S 4.29 3.15 -3.33 0.7581
O 2.76 3.32 -3.28 -0.5803
C 4.91 3.65 -1.74 -0.3177
H 5.74 1.22 -3.41 0.0672
H 4.13 1.07 -4.24 0.0822
H 4.27 1.06 -2.20 0.0807
H 4.60 2.94 -0.98 -0.0088
H 4.62 4.83 -1.75 0.1122
H 6.09 3.63 -1.60 0.0945
C 0.80 -2.29 -5.04 -0.1976
S 1.37 -3.07 -3.44 0.8675
O 2.23 -2.06 -2.69 -0.5739
C -0.25 -2.96 -2.72 -0.3486
H 0.29 -1.36 -4.92 0.0329
H -0.20 -3.06 -5.00 0.0969
H 1.50 -2.45 -5.72 -0.0204
H -0.73 -2.02 -2.47 0.0190
H -0.22 -3.48 -1.71 0.0607
H -1.07 -3.60 -3.18 0.0710
C 6.57 2.82 2.00 -0.2664
S 5.12 1.86 2.27 0.8670
O 4.05 2.45 1.36 -0.5773
C 5.59 0.42 1.34 -0.2112
H 6.65 3.72 2.49 0.0176
H 6.32 3.11 0.96 0.0410
H 7.59 2.35 1.79 0.0981
H 5.71 0.62 0.31 0.0564
H 4.88 -0.16 1.38 -0.0706
H 6.47 -0.05 1.84 0.0952
C -5.62 -0.04 0.90 -0.2603
S -4.78 -0.98 2.07 0.8044
O -3.69 -0.05 2.48 -0.5215
C -6.10 -1.09 3.27 -0.2245
H -6.50 -0.43 0.89 -0.0151
H -5.01 -0.18 0.05 0.0305
H -5.59 1.08 1.06 0.1165
H -5.66 -1.02 4.28 0.0771
H -6.96 -1.54 3.24 -0.0061
H -6.47 -0.04 3.23 0.0745
```

=====

# C8H10IN2O4

A 3-piece molecular cluster, C8H10IN2O4 overall at a distorted geometry (ωB97M-V/def2-TZVPD, the OMol25 dataset).

- ΔE to the lowest compared entry with this formula, charge and spin (kcal per mole) = 0.0
- charge = -1
- energy (hartree) = -1019.027851
- orbital gap (eV) = 7.5

XYZ file:
```
25
Properties=species:S:1:pos:R:3:nbo_charge:R:1
C -1.45 2.99 -0.66 -0.5150
C -1.19 1.64 -0.37 0.1073
C -2.70 3.23 0.05 0.6995
C 1.58 0.51 -3.43 1.0409
C 0.83 0.24 1.40 -0.6030
C 0.82 -1.43 -0.45 -0.6162
C 0.95 0.04 -0.10 -0.2838
C -0.12 0.75 -0.95 0.3904
N -2.05 1.10 0.46 -0.2770
N -0.13 0.58 -2.22 -0.6831
O 1.18 0.95 -4.45 -0.5996
O -3.48 4.19 -0.01 -0.6842
O 2.32 0.06 -2.67 -0.5745
O -2.98 2.09 0.71 -0.3402
I -2.78 -1.79 -0.25 -0.4314
H -0.76 3.47 -1.24 0.2179
H 0.01 -0.22 1.91 0.2215
H 0.75 1.21 1.71 0.2126
H 1.76 -0.13 1.79 0.1954
H -0.09 -1.98 -0.25 0.2374
H 1.53 -1.88 0.12 0.1907
H 0.93 -1.71 -1.49 0.2230
H 2.00 0.39 -0.35 0.2418
H -2.51 -0.26 0.37 0.2321
H -0.84 0.89 -2.92 0.3974
```

=====

# C4H9NO2

C4H9NO2 as an isolated structure at a distorted geometry (ωB97M-V/def2-TZVPD, the OMol25 dataset).

- ΔE to the lowest compared entry with this formula, charge and spin (kcal per mole) = 141.2
- charge = -2
- energy (hartree) = -362.687473
- orbital gap (eV) = 5.6

XYZ file:
```
16
Properties=species:S:1:pos:R:3:nbo_charge:R:1
C 1.46 0.59 -0.37 0.0732
C 0.16 0.38 0.32 -0.2977
C -1.23 0.74 -0.35 -0.0185
O -1.98 1.63 0.33 -0.9993
N 2.71 0.64 0.21 -1.1292
C 0.85 -0.94 -0.16 -0.2258
O -0.15 -2.02 -0.61 -0.8031
H -2.52 -1.20 1.36 0.0025
H 1.32 1.13 -1.33 0.1262
H -3.15 -0.87 1.15 -0.0065
H 0.04 0.33 1.41 0.1790
H -1.73 -0.24 -0.47 0.1092
H -0.89 1.09 -1.36 0.0554
H 2.91 1.58 0.55 0.2939
H 0.68 -1.44 -1.23 0.4608
H 1.52 -1.39 0.56 0.1798
```